Below is a structure of composition C33H52FeN3O3P2, with properties calculated with the ωB97M-V functional and the def2-TZVPD basis.

CARTESIAN COORDINATES (ANGSTROEM)
C  0.0633  3.1539  0.9325
C  -1.4708  2.7884  -0.8581
C  -0.2684  4.5062  0.9931
C  -1.9430  4.1168  -0.6812
C  -1.3216  4.9777  0.2020
H  0.2686  5.1506  1.6849
H  -2.7943  4.4131  -1.2940
H  -1.6484  6.0108  0.2890
N  -0.4802  2.3325  0.0056
P  0.5412  0.7571  2.2764
P  -0.9958  0.3938  -2.1722
C  1.0639  2.5159  1.8982
H  2.0751  2.4792  1.4580
H  1.1510  3.1019  2.8232
C  -1.9240  1.8843  -1.8511
H  -2.8570  2.0983  -2.3801
C  0.2153  0.8711  -3.6004
C  -2.2390  -0.8587  -2.8960
C  2.0052  -0.1634  3.0513
C  -0.7893  1.0781  3.6034
C  1.3121  -0.2048  -3.6624
H  0.9350  -1.1624  -4.0397
H  2.1082  0.1285  -4.3439
H  1.7660  -0.3762  -2.6836
C  -0.5048  0.9825  -4.9501
H  -0.8769  0.0260  -5.3272
H  -1.3257  1.7077  -4.9011
H  0.2132  1.3595  -5.6942
C  0.8239  2.2538  -3.3297
H  1.6157  2.4382  -4.0737
H  0.0696  3.0453  -3.4298
H  1.2835  2.3342  -2.3423
C  -1.4889  -1.9965  -3.6067
H  -0.8046  -2.4876  -2.9036
H  -2.2271  -2.7544  -3.9105
H  -0.9453  -1.6846  -4.5035
C  -3.0348  -1.5076  -1.7587
H  -2.3945  -2.1405  -1.1397
H  -3.5602  -0.7767  -1.1358
H  -3.7943  -2.1607  -2.2146
C  -3.2543  -0.1935  -3.8346
H  -2.8110  0.2428  -4.7317
H  -3.9563  -0.9736  -4.1648
H  -3.8264  0.5806  -3.3145
C  -1.1836  -0.2587  4.2518
H  -2.0654  -0.0792  4.8849
H  -1.4695  -1.0049  3.5000
H  -0.3994  -0.6669  4.9006
C  -2.0418  1.6845  2.9412
H  -1.8554  2.6892  2.5413
H  -2.4459  1.0524  2.1415
H  -2.8138  1.7663  3.7226
C  -0.3428  2.0686  4.6969
H  -1.1662  2.1558  5.4223
H  0.5376  1.7422  5.2563
H  -0.1440  3.0700  4.2970
C  3.2143  -0.1035  2.1112
H  3.5333  0.9222  1.8885
H  4.0570  -0.6171  2.6004
H  3.0027  -0.6311  1.1768
C  1.6594  -1.6458  3.2525
H  1.4306  -2.1222  2.2902
H  2.5432  -2.1479  3.6756
H  0.8202  -1.8116  3.9341
C  2.3990  0.4543  4.3966
H  2.5399  1.5406  4.3312
H  1.6807  0.2091  5.1875
H  3.3629  0.0216  4.7014
Fe  -0.0658  0.4408  -0.0141
C  -1.2794  -0.6626  0.6864
O  -2.0724  -1.3479  1.2273
N  1.7818  0.6509  -0.5346
C  2.7809  1.1780  -0.8787
C  3.9978  1.7297  -1.3031
C  5.1838  0.9672  -1.1975
C  4.0572  3.0373  -1.8510
C  6.3981  1.5054  -1.6181
H  5.1356  -0.0457  -0.7941
C  5.2779  3.5462  -2.2912
H  3.1462  3.6333  -1.9331
C  6.4481  2.7912  -2.1662
H  7.3103  0.9149  -1.5221
H  5.3209  4.5408  -2.7395
H  7.4017  3.2040  -2.5008
N  1.0418  -5.6049  -0.9177
C  1.4694  -4.5960  0.0747
C  0.6239  -3.3494  -0.2406
O  -0.3145  -3.5584  -1.0593
O  0.9679  -2.2824  0.3381
H  0.0112  -5.6512  -0.9097
H  1.4621  -6.5178  -0.7414
H  1.3304  -5.2842  -1.8462
H  1.2637  -4.9873  1.0749
H  2.5364  -4.4019  -0.0479

Forces on the atoms, in the same order (eV/Å):
C 0.46 0.26 -0.15
C 0.38 -0.34 0.22
C 0.27 -0.60 0.21
C -0.27 0.05 -0.20
C -0.27 -0.20 -0.43
H -0.24 -0.09 -0.06
H 0.27 0.15 0.18
H 0.02 -0.19 -0.04
N -0.76 1.05 0.34
P 0.16 0.42 0.77
P 0.29 -0.35 -1.67
C 0.22 0.08 0.24
H -0.41 -0.01 0.01
H -0.02 0.02 -0.41
C -0.36 0.67 0.23
H 0.39 0.18 0.17
C -0.63 -0.08 -0.10
C 0.02 0.38 -0.14
C -0.10 0.54 0.47
C 0.42 0.00 0.09
C 0.12 0.03 -0.11
H 0.11 0.28 0.14
H -0.15 -0.03 0.05
H -0.12 -0.06 -0.16
C 0.35 0.14 -0.31
H 0.06 0.30 0.10
H 0.14 -0.16 -0.03
H -0.11 -0.06 0.10
C 0.08 0.04 0.06
H -0.22 -0.04 0.14
H 0.18 -0.17 0.05
H -0.23 0.02 -0.10
C 0.02 -0.16 0.05
H -0.09 0.15 -0.24
H 0.11 0.20 0.03
H -0.22 -0.11 0.22
C 0.01 -0.16 0.08
H -0.12 0.16 -0.06
H 0.09 -0.04 -0.03
H 0.13 0.17 0.10
C -0.07 -0.17 -0.21
H -0.16 -0.09 0.24
H 0.05 0.23 0.08
H -0.05 -0.17 -0.12
C -0.26 0.03 0.13
H 0.17 -0.06 -0.10
H 0.14 0.12 0.25
H -0.21 0.17 -0.18
C -0.07 -0.13 -0.08
H -0.06 -0.22 0.09
H 0.09 0.19 0.20
H 0.17 0.05 -0.24
C -0.14 -0.07 0.23
H 0.15 0.08 -0.18
H -0.32 0.13 -0.18
H -0.15 -0.18 0.12
C 0.08 -0.11 -0.14
H -0.02 -0.17 0.05
H -0.21 0.16 -0.07
H 0.03 0.10 0.15
C -0.09 -0.27 -0.19
H 0.05 0.19 0.36
H -0.16 0.15 -0.01
H 0.27 0.05 -0.14
C 0.45 -0.20 0.15
H -0.07 -0.20 0.09
H 0.19 0.13 -0.23
H -0.14 0.07 0.01
Fe 0.71 -0.88 -0.35
C -4.80 -3.72 2.60
O 2.64 2.05 -1.50
N 4.46 1.98 -1.41
C -3.51 -2.11 1.27
C 1.69 0.94 -0.66
C -0.23 0.17 -0.05
C 0.04 -0.42 0.15
C -0.15 0.08 -0.01
H 0.01 0.32 -0.07
C -0.04 -0.10 0.08
H 0.29 -0.20 0.02
C -0.19 -0.14 0.07
H -0.29 0.18 -0.04
H -0.05 -0.31 0.20
H -0.32 -0.14 0.10
N 0.34 -0.88 -0.25
C 0.08 0.34 0.35
C -0.55 1.71 0.05
O 0.82 0.02 0.81
O -0.31 -1.43 -1.01
H 0.23 0.30 -0.21
H -0.11 -0.04 -0.04
H -0.36 -0.10 0.08
H 0.07 0.15 -0.14
H -0.15 -0.04 0.08

- Total charge: +1
- Energy: -98636.210 eV
- Spin multiplicity: 5
- Relative energy (zero: lowest compared OMol25 entry of this formula, charge and spin): 0.0 kcal/mol
- Strongest force on any atom: 6.608 eV/Å
- HOMO-LUMO gap (alpha / beta): 5.73 / 5.15 eV
- HOMO (alpha / beta): -8.15 / -8.79 eV